1.
Here is 3 unconnected molecules or ions with the total composition C40H39F4O7P from the OMol25 dataset. Energies are from wB97M-V/def2-TZVPD.

- SMILES string = CCO[PH](CCCOC(C)=O)(CCC(F)(F)F)[C@@H](C)F.O=C1c2ccccc2C(=O)c2ccccc21.O=C1c2ccccc2C(=O)c2ccccc21
- Kohn-Sham gap (eV) = 8.4
- charge = 0
- lowest unoccupied orbital energy (Ha) = -0.0346
- 2S+1 = 1
- DFT total energy (eV) = -76604.99471
- HOMO (eV) = -9.3

XYZ file:
```
91
Properties=species:S:1:pos:R:3:forces:R:3:lowdin_charge:R:1
C -1.6894 -3.9230 -0.8537 -0.1073 -0.0448 -0.0154 -0.070
C -1.7622 -3.7100 0.6439 0.0941 0.1038 -0.0212 -0.366
O -0.8191 -2.7375 1.0436 0.0523 -0.0285 -0.0968 -0.383
P -1.1920 -1.5557 2.2685 -0.0076 0.1312 0.1287 0.877
C -2.4794 -0.7683 1.2161 -0.2833 0.0267 -0.2587 -0.227
C -1.9885 0.5847 0.6326 0.1009 -0.1590 0.0862 -0.175
C -2.0310 0.6478 -0.8986 0.1038 0.1336 -0.2140 -0.161
O -3.0431 1.5483 -1.3704 -0.0963 -0.2299 0.2892 -0.047
C -2.9350 2.8773 -1.1005 0.6941 -0.3879 -0.2953 -0.551
C -1.5727 3.4985 -1.2582 0.0668 0.0298 0.2357 0.026
O -3.9182 3.4958 -0.8511 -0.7241 0.4587 0.0809 0.134
C -1.5123 -2.8689 3.5292 0.0488 -0.0081 0.2489 -0.216
C -0.4220 -3.9382 3.6303 -0.1022 -0.1488 0.0384 -0.108
C 0.7937 -3.5073 4.4043 -0.0109 0.1347 0.0013 -0.628
F 0.4901 -3.0906 5.6459 0.0412 -0.0558 -0.0169 0.138
F 1.4626 -2.5051 3.8030 0.0221 -0.1158 0.0366 0.119
F 1.6594 -4.5364 4.5335 0.0169 0.0508 0.0034 0.122
C -1.3845 -0.1570 3.5782 -0.1741 0.0237 -0.1437 -0.472
C -2.7304 0.0001 4.2626 -0.0482 0.1068 -0.0749 -0.080
F -0.4064 -0.4092 4.5560 0.1231 -0.0830 0.1248 -0.086
H -2.3610 -4.7289 -1.1565 0.0238 -0.0029 -0.0057 0.078
H -1.9864 -3.0205 -1.3907 0.0664 0.0203 -0.0057 0.064
H -0.6742 -4.1850 -1.1483 0.0142 0.0240 -0.0151 0.081
H -1.5545 -4.6566 1.1598 -0.0994 0.0011 0.0144 0.109
H -2.7809 -3.4021 0.9209 -0.0059 -0.1210 0.0268 0.104
H 0.1378 -1.1636 2.0960 0.0545 0.0593 -0.0555 0.085
H -2.7310 -1.4200 0.3844 0.0167 -0.0737 0.0430 0.062
H -3.4021 -0.6251 1.7782 0.0702 0.0256 0.1220 0.090
H -2.6084 1.3903 1.0301 0.0376 0.0314 -0.0183 0.121
H -0.9680 0.7986 0.9535 0.0135 -0.0061 0.0049 0.099
H -2.2994 -0.3122 -1.3349 -0.0172 -0.0078 0.0386 0.116
H -1.0595 0.9213 -1.3136 -0.0167 0.0282 -0.0036 0.121
H -0.7966 2.9618 -0.7155 -0.0011 -0.0182 -0.0069 0.077
H -1.6217 4.5157 -0.8832 0.0087 0.0451 -0.0850 0.092
H -1.3046 3.5017 -2.3155 -0.0054 -0.0154 -0.0101 0.102
H -2.4550 -3.3669 3.2991 0.0025 0.0400 -0.1829 0.100
H -1.6425 -2.4128 4.5075 -0.0183 0.0141 0.0046 0.080
H -0.8164 -4.8031 4.1681 0.0268 -0.0124 -0.0436 0.137
H -0.0784 -4.2659 2.6511 0.0044 0.0186 0.0322 0.113
H -1.1080 0.8004 3.1312 0.1005 0.0394 -0.0010 0.101
H -2.5855 0.4423 5.2488 0.0036 -0.0277 0.0210 0.085
H -3.2758 -0.9389 4.3781 0.0337 -0.0064 0.0545 0.070
H -3.3613 0.6871 3.6955 -0.0336 -0.0484 -0.0074 0.074
O 7.4796 1.5191 6.6257 0.0005 0.0015 0.0102 0.106
C 6.6984 1.3592 5.7127 -0.0103 -0.0035 -0.0259 -0.278
C 5.9895 0.0632 5.5147 -0.0038 0.0302 0.0074 -0.084
C 6.2155 -0.9690 6.4171 -0.0137 -0.0466 0.0158 -0.003
C 5.5518 -2.1751 6.2681 0.0051 0.0061 0.0031 -0.052
C 4.6601 -2.3571 5.2171 -0.0040 0.0066 -0.0096 -0.048
C 4.4395 -1.3356 4.3089 -0.0308 -0.0555 0.0006 0.001
C 5.1015 -0.1228 4.4528 0.0180 0.0165 -0.0195 -0.078
C 4.8489 0.9589 3.4583 0.0215 0.0043 0.0228 -0.276
O 4.1084 0.7895 2.5134 -0.0178 0.0022 -0.0017 0.105
C 5.5414 2.2648 3.6695 -0.0155 -0.0231 0.0127 -0.082
C 5.3045 3.3028 2.7761 0.0112 0.0515 -0.0145 -0.005
C 5.9228 4.5276 2.9592 -0.0057 -0.0130 -0.0052 -0.059
C 6.7814 4.7225 4.0359 0.0023 -0.0062 0.0091 -0.059
C 7.0260 3.6905 4.9252 0.0147 0.0490 -0.0231 -0.003
C 6.4090 2.4582 4.7450 -0.0035 -0.0256 0.0088 -0.082
H 6.9099 -0.8075 7.2302 0.0002 0.0254 -0.0058 0.120
H 5.7258 -2.9763 6.9745 -0.0038 0.0004 -0.0001 0.108
H 4.1330 -3.2960 5.1068 0.0029 -0.0004 0.0007 0.101
H 3.7485 -1.4641 3.4879 0.0154 0.0415 -0.0114 0.109
H 4.6332 3.1316 1.9458 -0.0064 -0.0232 0.0104 0.118
H 5.7367 5.3349 2.2629 0.0005 0.0019 0.0036 0.106
H 7.2605 5.6822 4.1791 0.0008 -0.0008 -0.0049 0.107
H 7.6933 3.8208 5.7661 -0.0019 -0.0265 0.0049 0.120
O -4.0616 2.5520 -8.9547 -0.0094 0.0050 -0.0080 0.107
C -3.5656 1.7065 -8.2417 0.0161 -0.0168 0.0186 -0.278
C -3.8743 1.6412 -6.7848 0.0021 -0.0189 -0.0240 -0.085
C -4.7679 2.5581 -6.2438 -0.0103 0.0221 0.0452 0.000
C -5.0829 2.5047 -4.8960 0.0165 -0.0033 -0.0390 -0.044
C -4.5104 1.5337 -4.0810 -0.1183 0.0317 0.0049 -0.051
C -3.6135 0.6246 -4.6150 -0.0082 0.0202 0.0782 0.001
C -3.2892 0.6741 -5.9647 0.0259 -0.0060 -0.0259 -0.083
C -2.3078 -0.3092 -6.5055 -0.0116 0.0276 -0.0182 -0.278
O -1.7651 -1.1193 -5.7843 0.0034 -0.0137 0.0080 0.103
C -2.0178 -0.2604 -7.9682 -0.0213 0.0012 0.0222 -0.083
C -1.1326 -1.1854 -8.5088 0.0241 -0.0203 -0.0442 -0.003
C -0.8595 -1.1690 -9.8657 0.0004 -0.0003 0.0125 -0.058
C -1.4689 -0.2286 -10.6894 -0.0079 0.0074 0.0029 -0.057
C -2.3466 0.6991 -10.1552 0.0333 -0.0174 -0.0419 -0.003
C -2.6235 0.6883 -8.7935 -0.0114 0.0150 0.0222 -0.082
H -5.2051 3.3042 -6.8933 0.0084 -0.0126 -0.0209 0.120
H -5.7750 3.2218 -4.4741 -0.0077 -0.0107 0.0022 0.111
H -4.7623 1.4909 -3.0297 0.0225 0.0188 -0.0614 0.100
H -3.1513 -0.1326 -3.9960 0.0110 -0.0062 -0.0196 0.114
H -0.6701 -1.9096 -7.8521 -0.0156 0.0073 0.0189 0.120
H -0.1709 -1.8906 -10.2855 -0.0027 0.0002 -0.0031 0.107
H -1.2566 -0.2206 -11.7505 0.0047 -0.0002 0.0016 0.107
H -2.8270 1.4406 -10.7787 -0.0095 0.0119 0.0219 0.120
```
Forces are in eV/Å.

2.
Here is 3 unconnected molecules or ions with the total composition C10H18N5O5 at a distorted geometry from the OMol25 dataset. Energies are from wB97M-V/def2-TZVPD.

- Kohn-Sham gap (eV) = 9.5
- charge = +1
- lowest unoccupied orbital energy (Ha) = -0.1342
- 2S+1 = 1
- DFT total energy (eV) = -28346.20747
- HOMO (eV) = -13.1

XYZ file:
```
38
Properties=species:S:1:pos:R:3:forces:R:3:nbo_charge:R:1
C -3.1583 -1.8511 1.4698 0.6448 -0.3452 -1.4703 -0.645
C -2.5948 -0.5137 1.0086 -0.3074 0.0029 1.3324 -0.074
O -2.5088 -0.2991 -0.4229 -0.0035 -0.0873 -0.0733 -0.492
C -1.4161 -0.8184 -0.9720 0.0748 -0.3409 -0.1841 0.582
C -1.3305 -2.1214 -1.4299 -0.2277 0.1558 0.0605 -0.275
C -0.1466 -2.5868 -1.9727 0.0537 0.1664 0.3600 -0.026
C -0.1247 -4.0223 -2.4360 0.1732 0.5893 0.2887 0.755
O -0.5488 -4.3157 -3.4976 -0.2960 -0.3688 -0.8573 -0.492
O 0.3582 -4.9087 -1.5663 0.1738 -0.1715 0.2524 -0.633
C 0.9561 -1.7343 -2.0546 -0.5231 -0.6853 -0.0380 -0.252
C 0.8243 -0.4426 -1.6194 0.1889 -1.0557 -0.2745 0.101
N -0.3389 -0.0243 -1.0969 0.1848 0.2325 -0.1436 -0.461
H -3.5300 -1.8076 2.4843 -0.1041 0.1276 0.1067 0.244
H -2.3891 -2.6194 1.4025 0.0628 -0.1342 0.2304 0.203
H -3.9266 -2.1640 0.7660 -0.4294 0.0393 0.2550 0.226
H -1.6071 -0.3605 1.4390 0.0728 0.2707 -0.0013 0.196
H -3.2658 0.2504 1.3792 0.0591 0.4136 -0.2197 0.206
H -2.2004 -2.7526 -1.3640 -0.1560 -0.0492 0.0436 0.263
H 0.6343 -4.4700 -0.7516 0.0661 -0.1088 0.0691 0.491
H 1.8813 -2.1084 -2.4605 0.1958 0.2069 -0.0489 0.255
H 1.6468 0.2557 -1.6769 -0.3915 0.2624 -0.0247 0.293
H -0.3889 0.9441 -0.7797 -0.0058 -0.1053 0.2504 0.469
C -0.3532 2.7137 1.9321 -0.0822 0.4523 0.1959 0.795
O 0.0510 1.6342 1.4924 -0.2521 -0.2158 -0.3305 -0.754
N 0.1573 3.2606 3.0615 0.0587 -0.1701 -0.0643 -0.821
N -1.3334 3.4272 1.3190 0.0777 -0.2350 -0.0224 -0.824
H -0.1502 4.1362 3.4411 -0.0161 0.0158 -0.0110 0.404
H 0.8830 2.7545 3.5340 -0.0040 0.0132 0.0382 0.414
H -1.7276 3.0503 0.4782 -0.0606 0.0608 -0.0260 0.406
H -1.6730 4.3069 1.6601 0.0127 0.0174 0.0095 0.406
C 3.0692 1.6984 -0.7017 0.9888 0.2295 0.8417 0.783
O 2.2050 1.7989 -1.5692 0.1514 0.7437 -0.2469 -0.711
N 2.7426 1.3573 0.5748 -0.0632 -0.1214 -0.6781 -0.852
N 4.3908 1.9033 -0.9590 -0.3546 -0.0552 -0.1795 -0.827
H 3.4022 1.2325 1.3188 0.0577 0.0083 -0.0354 0.399
H 1.7567 1.2215 0.7321 -0.0392 0.1863 0.5603 0.431
H 4.6444 2.1526 -1.8971 0.0309 0.0455 -0.0158 0.417
H 5.1095 1.8225 -0.2656 -0.0120 0.0097 0.0510 0.400
```
Forces are in eV/Å.

3.
Here is a molecular structure, C5H8AgFO4 at a distorted geometry from the OMol25 dataset. Energies are from wB97M-V/def2-TZVPD.

- energy relative to the best compared isomer or geometry (same formula, charge and spin) (kJ/mol) = 105.3
- Kohn-Sham gap (eV) = 7.0
- charge = 0
- lowest unoccupied orbital energy (Ha) = -0.0365
- 2S+1 = 1
- DFT total energy (eV) = -20219.20168
- HOMO (eV) = -8.0

XYZ file:
```
19
Properties=species:S:1:pos:R:3:forces:R:3:nbo_charge:R:1
C 1.5220 2.0237 -0.8931 0.3516 -0.0826 -0.1112 -0.038
O 1.1533 0.7201 -1.1827 -0.0122 -1.0773 0.0419 -1.010
Ag 2.3102 -1.2646 -1.0652 -0.7923 1.2987 0.1615 0.869
C 2.5286 2.1187 0.2536 0.1028 0.0604 0.1278 -0.631
H 1.9555 2.5282 -1.7838 -0.0550 -0.0828 0.1981 0.123
H 0.6360 2.6405 -0.6227 0.0874 -0.2709 -0.0050 0.119
H 2.7600 3.1661 0.4985 -0.0062 -0.2069 -0.0195 0.199
H 2.1358 1.6260 1.1554 0.0373 0.1200 -0.2347 0.200
H 3.4716 1.6168 -0.0216 -0.2394 0.1090 0.0207 0.184
C -0.5448 -0.8482 0.1429 -0.3930 -2.7007 2.5942 1.042
O -1.6809 -1.0874 -0.5667 0.3554 0.3878 -0.8597 -0.485
C -2.7239 -0.2865 -0.0967 -0.0125 0.3197 -0.1445 0.435
C -2.0097 0.7338 0.7796 0.0081 0.3318 -0.2488 -0.134
O -0.7679 0.0933 1.0591 0.2815 0.6382 -0.2675 -0.464
O 0.2857 -1.7307 0.3118 0.0379 1.4852 -1.3690 -0.670
F -3.5747 -1.0712 0.6434 0.0993 0.0609 -0.0497 -0.344
H -3.2885 0.1218 -0.9411 0.0975 -0.1202 0.2168 0.171
H -1.8134 1.6608 0.2258 -0.0973 -0.1688 0.1554 0.210
H -2.5387 0.9347 1.7152 0.1492 -0.1016 -0.2070 0.222
```
Forces are in eV/Å.